{"formula": "C2H2BrCl2I", "method": "ωB97M-V/def2-TZVPD", "species": ["C", "C", "Cl", "Cl", "Br", "I", "H", "H"], "xyz": [[0.8906, 0.6158, -0.2863], [-0.9619, -0.3406, 0.1921], [-0.6770, -0.4457, 1.9295], [-0.7858, -1.7364, -0.7000], [-2.4823, 0.6745, -0.2534], [2.3535, -0.8012, 0.2006], [0.7457, 0.4862, -1.3123], [0.9171, 1.5474, 0.2299]], "forces_ev_per_angstrom": [[4.635, 0.243, 0.233], [-3.741, -1.078, 2.233], [-0.215, 0.079, -0.939], [-0.021, -0.928, -0.495], [-0.087, 0.264, -0.025], [0.256, 0.694, 0.101], [-0.751, 0.331, -1.323], [-0.075, 0.394, 0.215]], "multiplicity": 3, "charge": 0, "energy_ha": -3869.295908, "lumo_energy_ev": [0.413, -2.720], "e_homo_ev": [-6.4, -9.6], "e_above_lowest_kcal_mol": 35.0, "gap_ev": [6.83, 6.91]}

{"formula": "C2H8N4", "method": "ωB97M-V/def2-TZVPD", "species": ["H", "N", "C", "N", "N", "N", "C", "H", "H", "H", "H", "H", "H", "H"], "xyz": [[1.4433, 1.9725, 1.6995], [1.0617, 1.0796, 1.3706], [0.7485, 1.0594, 0.1590], [0.8569, 2.0675, -0.7652], [0.1054, -0.0689, -0.4739], [0.0411, -1.2346, 0.3579], [-1.2262, -1.9908, -0.1341], [1.2776, 2.9454, -0.3956], [1.2561, 1.6806, -1.7006], [-0.8708, 0.2397, -0.6185], [-0.0946, -0.9966, 1.3699], [-1.2451, -2.1139, -1.4514], [-2.3649, -1.5647, 0.2041], [-0.9891, -3.0751, 0.3781]], "forces_ev_per_angstrom": [[0.091, -0.466, -0.398], [-0.086, -0.056, 1.410], [-0.611, -0.644, -0.866], [1.344, 0.478, -2.210], [-0.191, 0.934, 1.151], [-2.422, -0.950, -0.725], [0.192, -1.796, -0.455], [-0.297, -1.220, -0.754], [-1.001, 1.356, 2.291], [0.625, 0.128, -0.262], [0.057, 0.176, -1.141], [0.317, 0.437, 4.325], [3.293, -0.912, -0.801], [-1.309, 2.534, -1.565]], "charge": 0, "energy_ha": -299.925062, "lumo_energy_ev": 0.879, "e_homo_ev": -8.7, "e_above_lowest_kcal_mol": 66.3, "gap_ev": 9.57}

{"formula": "C15H20F21MnN4O16S7", "method": "ωB97M-V/def2-TZVPD", "species": ["Mn", "C", "F", "F", "F", "S", "O", "O", "O", "C", "C", "N", "C", "C", "C", "C", "C", "O", "C", "H", "H", "H", "H", "H", "H", "H", "H", "H", "H", "H", "H", "H", "H", "H", "H", "H", "H", "H", "H", "C", "F", "F", "F", "S", "O", "O", "N", "S", "O", "O", "C", "F", "F", "F", "C", "F", "F", "F", "S", "O", "O", "N", "S", "O", "O", "C", "F", "F", "F", "C", "F", "F", "F", "S", "O", "O", "N", "S", "O", "O", "C", "F", "F", "F"], "xyz": [[-1.1199, 0.6439, 3.0572], [-3.2921, 3.2830, 0.7831], [-2.6911, 3.9428, 1.7688], [-4.4752, 2.8387, 1.2026], [-3.5153, 4.2339, -0.1655], [-2.2292, 1.8766, 0.0643], [-2.1200, 0.8820, 1.1525], [-3.0419, 1.4317, -1.0405], [-0.9534, 2.4836, -0.2401], [0.7237, -3.5563, -6.4383], [1.0291, -2.6838, -5.2530], [1.6295, -1.4097, -5.5980], [2.8849, -1.6032, -6.4114], [0.7145, -0.5828, -6.3574], [1.0831, 0.8794, -6.5219], [2.0824, -0.7459, -4.3286], [1.1561, -0.8830, -3.1280], [-0.1562, -0.5794, -3.4379], [-0.8617, 0.0979, -2.3157], [1.5171, -4.0612, -6.9770], [0.0705, -3.0683, -7.1787], [0.0925, -4.3487, -6.0257], [1.7749, -3.1857, -4.6333], [0.1370, -2.4546, -4.6895], [2.5461, -1.8548, -7.3943], [3.4465, -2.3936, -5.8950], [3.4193, -0.6766, -6.3509], [-0.2180, -0.5619, -5.7808], [0.5840, -1.0221, -7.3493], [0.7736, 1.4912, -5.6672], [0.4657, 1.1427, -7.3676], [2.1007, 1.1720, -6.8095], [2.3065, 0.2872, -4.5353], [2.9936, -1.2330, -3.9189], [1.5771, -0.1585, -2.4134], [1.3352, -1.8517, -2.6147], [-0.4295, 1.0614, -2.0063], [-0.9323, -0.5623, -1.4327], [-1.8094, 0.2500, -2.7686], [-3.6731, -2.0712, 0.8243], [-4.6174, -2.9797, 0.7550], [-2.9997, -2.1609, -0.2855], [-4.2021, -0.8803, 0.8687], [-2.5980, -2.4218, 2.3933], [-2.9875, -1.4154, 3.3021], [-2.9383, -3.7558, 2.7016], [-1.0400, -2.1571, 2.1618], [-0.0796, -3.3987, 1.4634], [0.5857, -4.1738, 2.4903], [-0.8337, -4.1368, 0.4973], [1.2628, -2.1997, 0.5717], [1.9806, -1.7001, 1.5442], [2.0147, -2.7722, -0.2912], [0.4879, -1.2761, 0.0266], [3.1217, 1.5282, 0.9480], [3.9082, 2.5985, 0.7782], [2.3254, 1.3838, -0.1225], [3.9246, 0.4974, 0.9259], [2.2259, 1.6177, 2.5927], [1.0976, 0.7360, 2.3991], [3.2303, 1.2572, 3.5667], [1.9108, 3.1102, 2.4780], [0.8490, 3.5189, 3.6937], [-0.3784, 2.7406, 3.6985], [1.4537, 3.6457, 4.9908], [0.5350, 5.3376, 3.1896], [-0.1060, 5.4091, 2.0391], [-0.1216, 6.0578, 4.0853], [1.7370, 5.8426, 3.0403], [-1.9141, 2.3873, 6.4467], [-0.7036, 2.3077, 6.9521], [-2.7768, 2.4116, 7.4223], [-2.0549, 3.5018, 5.7410], [-2.4698, 0.8862, 5.3721], [-3.6488, 0.3967, 5.9428], [-2.6793, 1.4331, 4.0543], [-1.2599, -0.0251, 5.1055], [-0.6947, -1.3407, 6.0620], [-0.9529, -1.0958, 7.4435], [-1.1765, -2.5297, 5.4910], [1.1541, -1.1891, 5.4865], [1.8434, -2.1674, 6.0096], [1.1210, -1.2514, 4.1867], [1.5387, -0.0280, 5.9732]], "forces_ev_per_angstrom": [[0.844, -0.791, -1.733], [0.304, 0.353, -0.579], [0.190, -0.441, 0.450], [0.233, -0.063, -0.036], [-0.019, -0.720, -0.048], [-0.244, 0.415, 0.546], [0.045, 0.421, 0.068], [0.189, 0.044, 0.218], [-0.300, 0.140, -0.060], [-1.611, -0.543, -0.391], [0.449, -1.332, -0.193], [2.391, 0.592, 0.463], [-0.613, -0.533, 1.275], [-1.177, 1.294, -0.076], [-0.045, 0.507, -0.179], [0.269, -0.436, 1.515], [0.754, 0.363, 0.562], [-0.082, 0.540, 0.853], [0.304, -0.807, -0.370], [0.493, 0.255, 0.220], [0.267, -0.059, 0.244], [0.098, -0.110, -0.140], [-0.299, -0.053, 0.266], [-0.199, -0.130, 0.223], [0.374, -0.247, -0.643], [-0.019, 0.193, -0.547], [0.374, 0.353, -0.339], [0.011, -0.326, -0.399], [-0.058, -0.149, 0.339], [0.097, -0.215, -0.167], [-0.234, 0.632, -0.196], [-0.066, -0.498, 0.140], [-0.008, 0.236, -0.233], [-0.181, 0.160, -0.971], [-0.100, 0.019, 0.008], [-0.579, 0.127, -0.423], [0.259, -0.391, -0.463], [-0.076, 0.245, -0.671], [-0.913, 0.276, 0.176], [1.131, -0.184, 1.370], [-1.154, -0.740, 0.296], [1.492, -0.102, -1.591], [-0.757, 0.922, 0.366], [0.943, -0.305, -1.048], [-0.833, 1.983, 0.875], [-0.281, -1.620, 0.001], [1.478, -1.045, -1.552], [-1.229, 1.224, 2.194], [0.270, 0.960, -0.913], [0.294, -0.008, -1.110], [-3.679, -0.934, 3.276], [0.724, 0.450, 0.152], [1.209, -0.952, -1.761], [0.583, 0.629, -0.710], [0.015, 0.373, -0.090], [-0.377, 0.316, -0.103], [-0.349, 0.493, 0.251], [0.823, -1.499, 0.334], [2.389, -1.387, -1.199], [-0.768, -0.431, 0.327], [-0.909, -0.088, -0.515], [-2.494, 2.113, 2.103], [0.778, 0.703, 0.318], [0.226, 0.382, -0.803], [0.111, 0.126, -0.480], [-0.125, -1.086, -0.394], [-0.293, -0.097, -0.326], [-0.090, -0.473, 0.347], [0.824, 0.556, -0.028], [-0.579, -0.949, -1.147], [0.501, -0.146, -0.213], [-0.863, 0.310, 1.436], [0.228, 0.256, -0.058], [0.251, 0.849, 0.111], [-1.122, -0.859, 1.782], [-0.894, 1.794, -0.997], [2.404, -2.055, 1.530], [-0.820, 1.996, -1.437], [0.742, 0.436, 0.410], [-0.092, -1.494, -0.584], [-3.135, 0.217, 1.647], [0.682, -0.495, 0.058], [0.708, 0.108, -0.394], [0.917, 0.435, -0.435]], "multiplicity": 6, "charge": -1, "energy_ha": -8041.928285, "lumo_energy_ev": [0.605, 0.605], "e_homo_ev": [-6.7, -6.9], "gap_ev": [7.26, 7.51]}

{"formula": "C29H52N2O9", "method": "ωB97M-V/def2-TZVPD", "species": ["C", "C", "C", "C", "C", "O", "C", "O", "O", "C", "O", "O", "C", "C", "C", "O", "C", "O", "H", "H", "H", "H", "H", "H", "H", "H", "H", "H", "H", "H", "H", "H", "H", "H", "C", "C", "C", "C", "C", "C", "N", "O", "C", "C", "C", "H", "H", "H", "H", "H", "H", "H", "H", "H", "H", "H", "H", "H", "H", "H", "H", "H", "H", "C", "C", "C", "C", "C", "C", "N", "O", "C", "C", "C", "H", "H", "H", "H", "H", "H", "H", "H", "H", "H", "H", "H", "H", "H", "H", "H", "H", "H"], "xyz": [[7.6498, 1.3670, 1.5679], [6.5457, 1.8357, 0.6139], [5.2420, 1.0561, 0.7422], [4.1024, 2.0576, 1.0216], [4.1113, 2.4712, 2.4782], [3.6576, 3.8445, 2.5497], [4.0410, 4.5049, 3.6464], [3.7915, 5.6851, 3.8253], [5.1614, 0.1234, 1.8657], [4.1698, -0.7671, 1.5446], [3.7498, -1.6053, 2.2970], [3.7672, -0.5560, 0.2634], [4.9388, 0.0426, -0.3303], [4.8599, 0.4287, -1.7808], [6.0069, -0.1444, -2.5859], [7.2689, 0.0347, -1.9277], [7.9516, -1.0744, -1.6110], [8.9594, -1.0293, -0.9363], [8.4198, 2.1251, 1.5920], [7.2397, 1.2586, 2.5586], [8.1049, 0.4456, 1.2391], [6.3841, 2.8862, 0.7926], [6.9056, 1.7554, -0.4009], [3.1298, 1.6664, 0.7597], [4.2103, 2.9668, 0.4465], [3.4145, 1.8633, 3.0356], [5.1012, 2.4133, 2.9008], [4.6013, 3.9402, 4.4005], [5.7004, -0.7170, -0.1698], [3.9667, -0.0391, -2.1765], [4.7738, 1.4956, -1.9131], [6.0807, 0.3655, -3.5349], [5.8405, -1.1899, -2.8111], [7.5939, -2.0300, -2.0071], [-1.5299, 3.2188, -1.3295], [-0.5271, 2.5721, -2.3040], [-1.2802, 1.9371, -3.4718], [-2.0661, 0.6928, -3.0601], [-1.1541, -0.3242, -2.3736], [-0.3094, 0.2557, -1.2365], [0.3205, 1.5572, -1.6148], [1.4071, 1.3567, -2.2816], [-1.1702, 0.4216, 0.0269], [0.7742, -0.7446, -0.8656], [0.3470, 3.7146, -2.8069], [-1.9429, 4.1226, -1.7765], [-2.3817, 2.5883, -1.0884], [-1.0387, 3.5043, -0.3987], [-0.5678, 1.6632, -4.2565], [-1.9520, 2.6791, -3.9084], [-2.9010, 0.9610, -2.4065], [-2.5119, 0.2368, -3.9463], [-1.7505, -1.1501, -1.9807], [-0.4888, -0.7543, -3.1293], [-0.6147, 0.9374, 0.8117], [-1.4566, -0.5548, 0.4176], [-2.1004, 0.9577, -0.1437], [1.3821, -1.0289, -1.7229], [0.3227, -1.6551, -0.4737], [1.4324, -0.3382, -0.1024], [0.9092, 4.1649, -1.9875], [-0.2848, 4.4845, -3.2475], [1.0521, 3.3920, -3.5700], [-6.7862, -0.8251, 1.7390], [-5.7170, -1.4009, 0.7909], [-6.3963, -2.1239, -0.3699], [-7.0690, -3.4253, 0.0614], [-6.0740, -4.3393, 0.7782], [-5.2979, -3.6630, 1.9124], [-4.7884, -2.3187, 1.5102], [-3.6853, -2.4355, 0.8523], [-6.1795, -3.5469, 3.1699], [-4.1312, -4.5588, 2.3128], [-4.9396, -0.2001, 0.2736], [-7.2723, 0.0282, 1.2672], [-7.5819, -1.5234, 1.9846], [-6.3346, -0.4769, 2.6684], [-5.6528, -2.3489, -1.1413], [-7.1271, -1.4553, -0.8295], [-7.9321, -3.2221, 0.7005], [-7.4603, -3.9389, -0.8186], [-6.5970, -5.2086, 1.1808], [-5.3635, -4.7213, 0.0386], [-5.6736, -2.9640, 3.9400], [-6.3722, -4.5379, 3.5796], [-7.1538, -3.1001, 2.9878], [-3.4943, -4.8070, 1.4668], [-4.5202, -5.4926, 2.7166], [-3.5152, -4.0860, 3.0782], [-4.4280, 0.3131, 1.0896], [-5.6203, 0.5092, -0.1961], [-4.1972, -0.4786, -0.4727]], "forces_ev_per_angstrom": [[-0.268, 0.333, -0.456], [0.709, -0.851, 0.600], [-0.699, 1.154, 0.192], [-0.046, 0.154, -0.394], [-0.419, 0.415, -0.274], [0.257, -0.105, 0.265], [-0.567, 2.404, 0.351], [0.282, -1.903, -0.442], [-0.230, -0.437, 0.069], [-0.164, -0.551, 1.105], [0.279, 1.048, -0.929], [0.114, -0.893, -0.025], [0.426, 0.206, 0.346], [-0.440, -0.487, 0.217], [0.164, 0.305, -0.237], [-0.151, -0.441, -0.062], [2.060, 0.226, 1.153], [-1.365, 0.051, -0.851], [0.304, 0.145, 0.055], [0.056, -0.173, 0.423], [0.062, -0.378, 0.026], [-0.335, 0.349, 0.132], [0.050, -0.013, -0.334], [-0.260, -0.241, -0.067], [0.258, 0.152, -0.375], [0.007, -0.231, 0.391], [0.350, -0.129, 0.236], [0.075, -0.375, -0.132], [0.441, -0.141, -0.448], [-0.443, 0.199, -0.199], [-0.060, 0.370, -0.008], [-0.006, 0.191, -0.294], [0.024, -0.397, 0.163], [-0.463, 0.061, -0.195], [-0.091, -0.113, 0.141], [-0.797, 1.106, 0.489], [-0.055, -0.446, -0.139], [0.059, 0.024, 0.068], [-0.084, 0.201, -0.531], [-0.647, -0.499, 1.276], [0.196, -0.839, -1.712], [0.438, 0.269, 0.415], [-0.196, 0.156, 0.068], [0.321, -0.029, -0.183], [0.385, -0.080, -0.158], [0.094, 0.028, -0.092], [0.066, -0.015, 0.008], [0.020, -0.027, 0.009], [0.097, 0.006, 0.074], [0.022, 0.088, 0.062], [0.030, 0.028, 0.020], [-0.024, -0.010, 0.012], [0.059, -0.021, 0.112], [0.090, 0.069, 0.034], [0.034, 0.059, -0.039], [0.061, -0.081, -0.096], [0.060, 0.016, -0.001], [0.038, 0.105, 0.007], [-0.164, 0.054, 0.037], [0.016, 0.002, 0.026], [0.009, -0.019, 0.017], [-0.111, -0.009, 0.045], [0.020, -0.075, 0.072], [-0.067, -0.112, 0.149], [-0.950, 1.026, 0.466], [0.008, -0.446, -0.153], [0.059, 0.017, 0.077], [-0.090, 0.166, -0.496], [-0.596, -0.481, 1.269], [0.306, -0.820, -1.657], [0.385, 0.277, 0.386], [-0.186, 0.160, -0.026], [0.346, 0.043, -0.177], [0.450, 0.052, -0.208], [0.088, 0.032, -0.092], [0.063, -0.016, 0.008], [0.023, -0.024, 0.010], [0.094, 0.019, 0.074], [0.009, 0.086, 0.061], [0.025, 0.034, 0.022], [-0.021, -0.019, 0.014], [0.057, -0.022, 0.094], [0.085, 0.078, 0.038], [0.016, 0.040, -0.016], [0.092, -0.068, -0.064], [0.053, 0.016, -0.019], [0.022, 0.112, 0.000], [-0.113, 0.010, 0.033], [-0.003, 0.026, -0.005], [0.025, -0.028, 0.013], [-0.156, -0.045, 0.061], [0.030, -0.082, 0.090]], "multiplicity": 3, "charge": 0, "energy_ha": -1922.747784, "lumo_energy_ev": [0.559, 0.209], "e_homo_ev": [-8.5, -9.5], "e_above_lowest_kcal_mol": 20.6, "gap_ev": [9.07, 9.69]}